No. 1
Entry from OMol25: a structure of composition C4H5CrLiO7 (ωB97M-V/def2-TZVPD).

As for the expectation value of S²: 6.021. The highest occupied orbital energy (alpha / beta) comes out at -8.33 / -9.58 eV. The value obtained for the energy relative to the best compared isomer or geometry (same formula, charge and spin) is 0.0 kcal per mole. As for the HOMO-LUMO gap (alpha / beta): 7.71 / 8.85 eV. As for the spin multiplicity: 5.

Positions of all 18 atoms, in Å:
O1 -4.318 0.331 0.918
C1 -3.381 0.182 0.092
O2 -3.571 0.093 -1.148
O3 -2.145 0.105 0.601
C2 -1.032 0.375 -0.252
O4 1.100 1.422 -0.059
C3 3.500 -0.889 -0.065
C4 0.203 0.619 0.609
O5 3.402 -0.295 1.039
O6 3.462 -0.278 -1.165
Li1 -5.464 0.316 -0.662
Cr1 2.919 1.434 -0.032
H1 -1.242 1.262 -0.869
H2 -0.858 -0.479 -0.923
H3 -0.139 1.054 1.574
H4 0.648 -0.367 0.858
O7 3.807 -2.194 -0.035
H5 3.111 -2.692 -0.481

Table of natural (NBO) atomic charges, one value per atom, all in e: -0.8394 0.9573 -0.8583 -0.5232 -0.0770 -0.8522 0.9505 -0.0763 -0.7651 -0.7819 0.9554 1.4237 0.1892 0.1759 0.1648 0.1557 -0.6983 0.4991

***

No. 2
Entry from OMol25: an isolated molecule of C6H12 (ωB97M-V/def2-TZVPD).

The highest occupied orbital energy comes out at -8.08 eV. The value obtained for the energy relative to the best compared isomer or geometry (same formula, charge and spin) is 87.7 kcal per mole. As for the HOMO-LUMO gap: 8.44 eV. As for the spin multiplicity: 1.

Positions of all 18 atoms, in Å:
C1 1.941 -1.489 -0.879
C2 0.980 -1.007 0.203
C3 -0.706 1.157 1.249
C4 -0.992 2.380 0.468
C5 -1.383 -0.026 0.655
C6 -0.364 -0.571 -0.386
H1 1.512 -2.323 -1.448
H2 2.889 -1.828 -0.450
H3 2.164 -0.684 -1.590
H4 0.808 -1.802 0.939
H5 1.425 -0.174 0.758
H6 -1.750 2.861 1.115
H7 -1.442 2.268 -0.535
H8 -0.152 3.082 0.446
H9 -1.574 -0.811 1.396
H10 -2.319 0.200 0.113
H11 -0.198 0.190 -1.161
H12 -0.837 -1.422 -0.892

Table of natural (NBO) atomic charges, one value per atom, all in e: -0.6036 -0.4064 0.1977 -0.7952 -0.5678 -0.3723 0.1995 0.2125 0.2006 0.1991 0.2167 0.2777 0.1840 0.2382 0.2157 0.1931 0.1965 0.2140

***

No. 3
Entry from OMol25: a cluster of 2 separate species, C2H4F2OS in total (ωB97M-V/def2-TZVPD).

The highest occupied orbital energy (alpha / beta) comes out at -8.70 / -9.12 eV. The value obtained for the energy relative to the best compared isomer or geometry (same formula, charge and spin) is 56.3 kcal per mole. As for the HOMO-LUMO gap (alpha / beta): 8.72 / 8.52 eV. As for the spin multiplicity: 1.

Positions of all 10 atoms, in Å:
C1 -0.994 1.112 -0.413
C2 0.890 -1.365 0.891
O1 0.924 0.566 -2.154
F1 1.346 -0.274 1.527
F2 -0.195 -1.825 1.531
S1 -0.171 -0.122 -1.477
H1 -1.621 0.570 0.289
H2 -1.598 1.773 -1.024
H3 -0.234 1.680 0.113
H4 1.654 -2.115 0.717

Table of natural (NBO) atomic charges, one value per atom, all in e: -0.8431 0.5301 -0.8405 -0.3396 -0.3405 0.9908 0.2335 0.2347 0.2432 0.1314

***

No. 4
Entry from OMol25: a structure of composition C67H140F22N14NaO28S14 (ωB97M-V/def2-TZVPD).

The highest occupied orbital energy comes out at -10.01 eV. The value obtained for the energy relative to the best compared isomer or geometry (same formula, charge and spin) is 52.5 kcal per mole. As for the HOMO-LUMO gap: 7.63 eV. As for the spin multiplicity: 1. As for the total charge: +1.

Positions of all 286 atoms, in Å:
Na1 11.926 -8.320 1.345
C1 7.865 -11.575 10.326
C2 8.763 -12.325 9.445
C3 9.768 -11.353 8.794
N1 10.810 -12.037 7.828
C4 10.231 -12.976 6.700
C5 9.352 -12.190 5.712
C6 9.932 -10.973 5.078
C7 10.824 -10.156 6.004
C8 11.590 -10.855 7.144
C9 11.694 -12.931 8.698
H1 8.248 -11.081 11.219
H2 7.122 -12.280 10.698
H3 7.405 -10.725 9.822
H4 8.169 -12.892 8.728
H5 9.246 -13.057 10.093
H6 10.274 -10.820 9.599
H7 9.269 -10.677 8.100
H8 9.678 -13.773 7.197
H9 11.035 -13.349 6.067
H10 8.402 -12.004 6.213
H11 9.128 -12.895 4.911
H12 9.164 -10.341 4.632
H13 10.574 -11.278 4.251
H14 10.317 -9.319 6.483
H15 11.622 -9.606 5.504
H16 11.839 -10.092 7.881
H17 12.543 -11.197 6.738
H18 12.049 -12.253 9.475
H19 12.568 -13.241 8.125
H20 11.216 -13.865 8.995
C10 10.799 -18.888 0.708
C11 11.201 -17.487 0.204
C12 10.741 -17.140 -1.249
N2 11.328 -15.800 -1.874
C13 12.867 -15.570 -1.657
C14 13.447 -14.461 -2.597
C15 13.127 -14.661 -4.040
C16 11.608 -14.639 -4.315
C17 10.969 -15.727 -3.459
C18 10.611 -14.666 -1.132
H21 9.712 -18.948 0.769
H22 11.338 -19.127 1.625
H23 11.140 -19.670 0.030
H24 12.274 -17.338 0.325
H25 10.753 -16.761 0.882
H26 9.657 -17.137 -1.367
H27 11.065 -17.881 -1.980
H28 13.189 -16.550 -2.009
H29 13.023 -15.560 -0.578
H30 14.530 -14.429 -2.475
H31 13.082 -13.482 -2.288
H32 13.533 -15.631 -4.325
H33 13.559 -13.864 -4.645
H34 11.557 -14.722 -5.400
H35 11.056 -13.737 -4.053
H36 11.325 -16.731 -3.688
H37 9.880 -15.718 -3.485
H38 10.815 -13.704 -1.603
H39 10.955 -14.689 -0.098
H40 9.550 -14.898 -1.230
C19 7.464 -17.862 2.448
C20 6.651 -16.558 2.858
C21 7.020 -15.413 1.872
N3 6.307 -14.092 2.103
C22 6.491 -13.603 3.600
C23 6.065 -12.117 3.746
C24 6.633 -11.232 2.801
C25 6.448 -11.654 1.304
C26 6.867 -13.094 1.029
C27 4.778 -14.323 1.948
H41 7.085 -18.776 2.905
H42 8.516 -17.814 2.730
H43 7.405 -18.069 1.380
H44 6.831 -16.281 3.896
H45 5.588 -16.668 2.640
H46 6.775 -15.640 0.835
H47 8.090 -15.209 1.917
H48 7.544 -13.853 3.720
H49 5.887 -14.303 4.177
H50 6.255 -11.805 4.773
H51 4.979 -12.030 3.715
H52 7.711 -11.180 2.956
H53 6.449 -10.165 2.925
H54 7.067 -11.053 0.638
H55 5.469 -11.388 0.904
H56 7.955 -13.153 1.030
H57 6.695 -13.436 0.008
H58 4.762 -14.573 0.888
H59 4.246 -13.379 2.061
H60 4.452 -15.105 2.635
C28 14.427 -18.522 3.114
C29 15.313 -18.453 4.391
C30 15.858 -17.012 4.692
N4 16.006 -16.723 6.125
C31 14.632 -16.503 6.916
C32 14.725 -16.351 8.428
C33 15.780 -17.376 9.167
C34 17.032 -17.347 8.382
C35 17.038 -17.627 6.846
C36 16.649 -15.319 6.187
H61 13.366 -18.347 3.296
H62 14.329 -19.539 2.737
H63 14.670 -17.722 2.415
H64 16.170 -19.111 4.245
H65 14.602 -18.796 5.142
H66 15.152 -16.289 4.283
H67 16.818 -16.727 4.264
H68 14.020 -17.373 6.677
H69 14.090 -15.660 6.487
H70 13.685 -16.401 8.751
H71 14.964 -15.350 8.786
H72 15.405 -18.397 9.250
H73 16.072 -17.060 10.168
H74 17.697 -18.124 8.758
H75 17.612 -16.440 8.553
H76 16.826 -18.675 6.635
H77 18.044 -17.412 6.483
H78 15.947 -14.636 5.711
H79 17.613 -15.300 5.678
H80 16.798 -14.974 7.210
C37 13.288 -20.745 11.539
C38 12.151 -19.950 11.023
C39 10.962 -20.837 10.610
N5 9.585 -20.202 10.264
C40 8.678 -21.427 9.831
C41 7.191 -20.987 9.753
C42 6.754 -20.283 11.018
C43 7.585 -19.076 11.435
C44 8.995 -19.580 11.597
C45 9.571 -19.173 9.059
H81 13.801 -21.355 10.796
H82 12.997 -21.352 12.396
H83 14.050 -20.120 12.006
H84 12.504 -19.405 10.148
H85 11.814 -19.238 11.777
H86 10.775 -21.590 11.375
H87 11.332 -21.347 9.720
H88 8.856 -22.202 10.577
H89 8.966 -21.905 8.895
H90 6.608 -21.878 9.518
H91 7.051 -20.305 8.914
H92 6.641 -21.055 11.780
H93 5.782 -19.832 10.822
H94 7.154 -18.668 12.350
H95 7.517 -18.238 10.741
H96 9.213 -20.216 12.454
H97 9.500 -18.641 11.825
H98 8.577 -18.754 8.899
H99 10.057 -19.686 8.230
H100 10.249 -18.425 9.468
C46 18.289 -7.740 0.359
C47 18.248 -8.799 1.489
C48 18.883 -10.138 0.959
N6 19.208 -11.163 2.076
C49 17.951 -11.415 3.072
C50 16.842 -12.283 2.329
C51 17.334 -13.643 1.876
C52 18.577 -13.483 1.001
C53 19.647 -12.565 1.576
C54 20.427 -10.593 2.845
H101 17.838 -8.197 -0.522
H102 19.312 -7.455 0.111
H103 17.789 -6.820 0.662
H104 17.218 -9.076 1.714
H105 18.644 -8.442 2.440
H106 19.675 -10.015 0.220
H107 18.116 -10.689 0.414
H108 17.698 -10.401 3.384
H109 18.423 -11.837 3.959
H110 16.316 -11.873 1.466
H111 16.125 -12.496 3.121
H112 16.584 -14.269 1.392
H113 17.558 -14.183 2.796
H114 18.406 -13.318 -0.063
H115 19.050 -14.465 1.045
H116 20.506 -12.503 0.907
H117 20.047 -13.175 2.386
H118 19.871 -9.779 3.310
H119 21.107 -10.094 2.154
H120 20.853 -11.221 3.627
C55 11.308 -26.933 2.972
C56 11.131 -25.945 4.092
C57 11.837 -24.589 3.779
N7 11.852 -23.601 4.974
C58 12.747 -24.175 6.193
C59 13.036 -23.095 7.265
C60 13.583 -21.773 6.808
C61 12.754 -21.202 5.645
C62 12.467 -22.260 4.462
C63 10.475 -23.382 5.545
H121 12.323 -26.935 2.576
H122 10.590 -26.712 2.182
H123 10.912 -27.902 3.276
H124 11.465 -26.339 5.051
H125 10.077 -25.726 4.263
H126 11.395 -24.041 2.946
H127 12.893 -24.684 3.527
H128 13.726 -24.482 5.825
H129 12.129 -24.995 6.559
H130 13.725 -23.605 7.938
H131 12.192 -22.938 7.936
H132 14.622 -21.819 6.482
H133 13.595 -21.017 7.593
H134 13.342 -20.437 5.139
H135 11.817 -20.770 5.998
H136 13.445 -22.486 4.038
H137 11.769 -21.797 3.764
H138 10.162 -24.065 6.335
H139 9.794 -23.343 4.695
H140 10.414 -22.436 6.083
N8 14.024 -7.414 1.752
S1 14.549 -6.101 2.240
O1 15.898 -5.847 1.740
O2 14.134 -5.569 3.539
F1 13.571 -5.243 1.210
S2 14.559 -8.178 3.259
O3 13.592 -8.440 4.326
O4 15.993 -7.980 3.630
F2 14.552 -9.700 2.701
N9 13.507 -15.093 11.566
S3 14.096 -16.015 12.581
O5 13.934 -17.411 12.328
O6 14.175 -15.600 13.971
F3 15.654 -15.872 12.109
S4 11.893 -15.668 11.841
O7 11.441 -15.869 13.226
O8 11.345 -16.557 10.782
F4 11.191 -14.284 11.452
N10 8.012 -23.175 2.598
S5 7.960 -24.015 1.330
O9 9.151 -24.793 1.060
O10 7.154 -23.546 0.160
F5 6.931 -25.145 1.881
S6 8.889 -21.944 1.834
O11 8.165 -20.920 1.109
O12 10.287 -22.191 1.479
F6 9.093 -21.219 3.270
N11 12.398 -9.615 -0.558
S7 11.461 -10.230 -1.572
O13 10.167 -10.672 -1.132
O14 12.034 -10.855 -2.771
F7 11.066 -8.807 -2.199
S8 12.408 -11.010 0.379
O15 12.467 -12.398 -0.171
O16 11.904 -10.783 1.705
F8 13.989 -10.827 0.686
N12 15.828 -12.720 9.319
S9 17.305 -12.915 9.578
O17 18.169 -11.749 9.841
O18 17.893 -14.072 8.935
F9 17.106 -13.407 11.064
S10 16.175 -11.638 8.019
O19 16.972 -12.032 6.885
O20 16.132 -10.231 8.357
F10 14.706 -11.702 7.383
C64 13.294 -13.392 3.802
F11 14.045 -13.769 4.894
F12 12.642 -12.262 4.158
F13 14.091 -13.289 2.742
S11 11.958 -14.721 3.448
O21 10.798 -13.911 2.976
O22 12.526 -15.576 2.414
N13 11.823 -15.417 4.972
S12 10.615 -16.294 4.617
O23 9.300 -15.675 4.507
O24 10.817 -17.365 3.646
C65 10.452 -17.184 6.355
F14 11.597 -17.672 6.715
F15 10.039 -16.342 7.290
F16 9.689 -18.230 6.192
C66 6.361 -15.948 7.311
F17 5.916 -14.747 7.568
F18 7.022 -15.846 6.170
F19 7.133 -16.345 8.285
S13 4.792 -17.129 6.966
O25 5.406 -18.405 6.594
O26 4.178 -17.142 8.290
N14 3.765 -16.437 5.704
S14 2.865 -17.568 5.308
O27 3.429 -18.311 4.165
O28 2.334 -18.463 6.309
C67 1.343 -16.498 4.627
F20 0.673 -15.715 5.564
F21 1.809 -15.737 3.637
F22 0.452 -17.317 4.057

Here are the Löwdin charges for atoms 1 to 99, given in e: 0.5633 -0.1173 -0.2467 -0.0732 -0.1878 -0.0613 -0.1721 -0.1757 -0.1509 -0.0711 0.0193 0.0902 0.0911 0.0846 0.1068 0.1068 0.1419 0.1227 0.1166 0.1010 0.1113 0.0890 0.1124 0.0887 0.1104 0.1009 0.1395 0.1037 0.1185 0.0916 0.0881 -0.0754 -0.2124 -0.0754 -0.2090 -0.0545 -0.1641 -0.1936 -0.1446 -0.0600 0.0091 0.0571 0.0667 0.0793 0.0903 0.0819 0.1291 0.1179 0.1252 0.1134 0.1230 0.0864 0.1208 0.1253 0.1273 0.1151 0.1180 0.1274 0.0847 0.0882 0.0973 -0.0486 -0.1638 -0.1446 -0.2195 -0.0293 -0.1918 -0.2101 -0.1336 -0.0874 0.0581 0.0807 0.0452 0.0670 0.0760 0.0932 0.1274 0.1173 0.1073 0.1185 0.1228 0.1246 0.1031 0.1294 0.1152 0.1149 0.1229 0.1299 0.1077 0.1012 0.0940 -0.0891 -0.1859 -0.1336 -0.2131 -0.0651 -0.1027 -0.1215 -0.1905

***

No. 5
Entry from OMol25: the ion C25H27BrN3O4S with charge -1 (ωB97M-V/def2-TZVPD).

The SMILES is CCOC(=O)[C@@H](c1ccc(Br)cc1)[C@H](c1ccc(N(C)C)cc1)c1c([O-])n(C)c(=S)n(C)c1=O. The highest occupied orbital energy comes out at -4.29 eV. As for the HOMO-LUMO gap: 6.66 eV. As for the spin multiplicity: 1. As for the total charge: -1.

Positions of all 61 atoms, in Å:
C1 0.295 -4.518 3.308
C2 -0.663 -3.355 3.271
O1 -0.609 -2.717 1.957
C3 -1.403 -1.670 1.862
O2 -2.067 -1.315 2.839
C4 -1.225 -0.883 0.581
C5 -2.727 -0.582 0.043
C6 -3.813 -0.418 0.884
C7 -5.110 -0.267 0.395
C8 -5.292 -0.272 -0.965
Br1 -7.033 0.194 -1.671
C9 -4.257 -0.486 -1.859
C10 -2.981 -0.681 -1.340
C11 -0.117 0.107 0.747
C12 -0.007 1.229 -0.273
C13 -0.627 1.116 -1.488
C14 -0.811 2.214 -2.315
C15 -0.110 3.401 -2.037
N1 -0.196 4.460 -2.911
C16 -1.249 4.508 -3.922
C17 0.915 5.370 -3.192
C18 0.678 3.474 -0.837
C19 0.732 2.363 0.012
C20 1.289 -0.553 0.871
C21 2.343 -0.393 -0.106
O3 2.683 0.579 -0.788
N2 3.180 -1.590 -0.235
C22 4.116 -1.726 -1.364
C23 3.653 -2.130 0.939
S1 4.914 -3.259 0.970
N3 3.069 -1.578 2.094
C24 3.620 -2.176 3.329
C25 1.787 -0.944 2.113
O4 1.291 -0.717 3.238
H1 0.371 -4.851 4.346
H2 -0.059 -5.364 2.716
H3 1.282 -4.224 2.970
H4 -1.695 -3.693 3.450
H5 -0.394 -2.580 3.999
H6 -0.715 -1.360 -0.215
H7 -3.711 -0.506 1.974
H8 -5.960 -0.196 1.090
H9 -4.419 -0.522 -2.934
H10 -2.220 -1.025 -2.038
H11 -0.423 0.403 1.755
H12 -0.955 0.137 -1.846
H13 -1.425 2.113 -3.228
H14 -2.236 4.359 -3.481
H15 -1.215 5.500 -4.389
H16 -1.097 3.756 -4.708
H17 1.562 5.522 -2.320
H18 1.533 5.002 -4.034
H19 0.480 6.336 -3.504
H20 1.242 4.404 -0.588
H21 1.413 2.403 0.885
H22 3.727 -1.220 -2.250
H23 5.109 -1.325 -1.074
H24 4.225 -2.808 -1.531
H25 4.714 -2.275 3.169
H26 3.383 -1.571 4.208
H27 3.216 -3.201 3.428

Table of natural (NBO) atomic charges, one value per atom, all in e: -0.6248 -0.0796 -0.4905 0.8313 -0.6414 -0.3440 -0.0086 -0.1467 -0.2716 -0.0531 -0.0093 -0.2677 -0.1744 -0.1774 -0.0791 -0.1204 -0.3082 0.1729 -0.4374 -0.4014 -0.3909 -0.2758 -0.1225 -0.4259 0.6807 -0.6305 -0.4692 -0.4122 0.3279 -0.3286 -0.4686 -0.4152 0.6265 -0.7248 0.2077 0.2011 0.2244 0.1789 0.2240 0.2380 0.2564 0.2247 0.2243 0.2084 0.2357 0.1877 0.2015 0.2050 0.1933 0.1734 0.2104 0.1729 0.1854 0.2019 0.2261 0.2154 0.2019 0.2215 0.2278 0.2254 0.1872

***

No. 6
Entry from OMol25: a structure of composition C18H16MoN4O4S (ωB97M-V/def2-TZVPD).

The highest occupied orbital energy (alpha / beta) comes out at -11.73 / -11.72 eV. As for the HOMO-LUMO gap (alpha / beta): 2.75 / 2.70 eV. As for the spin multiplicity: 1. As for the total charge: +2.

Positions of all 44 atoms, in Å:
Mo1 1.812 -0.201 0.079
C1 5.976 0.241 0.190
C2 4.581 0.730 0.160
O1 3.629 -0.171 0.141
C3 4.218 2.102 0.151
C4 5.191 3.128 0.180
C5 4.820 4.448 0.180
C6 3.469 4.811 0.156
C7 2.482 3.838 0.127
C8 2.846 2.508 0.121
O2 1.920 1.529 0.094
H1 5.984 -0.845 0.193
H2 6.491 0.604 1.082
H3 6.529 0.599 -0.682
H4 6.241 2.870 0.201
H5 5.577 5.220 0.198
H6 3.187 5.855 0.160
H7 1.427 4.080 0.107
N1 -7.922 -0.715 -0.387
C9 -6.573 -0.591 -0.421
C10 -5.738 -1.717 -0.287
C11 -4.368 -1.585 -0.320
C12 -3.793 -0.334 -0.498
C13 -4.600 0.794 -0.616
C14 -5.969 0.672 -0.580
S1 -1.582 0.114 0.799
O3 -2.405 -0.210 -0.588
O4 -1.991 -0.794 1.826
N2 -0.076 -0.547 0.121
C15 0.142 -1.917 0.086
N3 -0.801 -2.825 0.070
C16 -0.414 -4.099 0.072
C17 0.926 -4.489 0.082
C18 1.870 -3.492 0.069
N4 1.500 -2.199 0.070
H8 -8.356 -1.610 -0.273
H9 -8.520 0.082 -0.477
H10 -6.192 -2.692 -0.167
H11 -3.723 -2.448 -0.211
H12 -4.132 1.764 -0.737
H13 -6.600 1.546 -0.680
H14 -1.215 -4.829 0.063
H15 1.218 -5.528 0.089
H16 2.932 -3.698 0.057

Table of natural (NBO) atomic charges, one value per atom, all in e: 1.6328 -0.7296 0.6808 -0.6290 -0.2907 -0.0630 -0.2075 -0.0445 -0.2655 0.4396 -0.5301 0.2685 0.2899 0.2894 0.2459 0.2629 0.2609 0.2636 -0.7746 0.2074 -0.2516 -0.2048 0.1589 -0.2138 -0.2576 1.7225 -0.6863 -0.8462 -0.7974 0.5800 -0.4091 0.1925 -0.2828 0.1465 -0.6132 0.4012 0.4020 0.2207 0.2245 0.2228 0.2246 0.2435 0.2742 0.2417

***

In order of appearance, total energy = -47189.5654, -6413.1374, -20453.4499, -365810.3730, -119901.9340, -45748.3578 eV.